No. 1
One molecule with the formula C6H11N. Source: the Open Molecules 2025 dataset; level of theory: ωB97M-V/def2-TZVPD.

Geometry as XYZ:
```
18
Properties=species:S:1:pos:R:3:mulliken_charge:R:1
N 2.034 -0.541 0.935 -0.696
C -0.638 0.395 2.060 -1.540
C -0.335 0.101 -1.738 -0.695
C -0.154 0.577 0.624 0.553
C -1.185 0.270 -0.472 -0.763
C 1.037 -0.279 0.198 0.274
C 0.839 -0.741 -1.242 -0.616
H -0.991 -0.627 2.241 0.336
H 2.681 -1.098 0.370 0.261
H 1.752 -0.635 -1.839 0.397
H 0.161 0.607 2.777 0.388
H 0.167 1.625 0.507 0.178
H -0.876 -0.348 -2.575 0.332
H 0.581 -1.811 -1.240 0.273
H -1.472 1.078 2.268 0.373
H -1.678 -0.684 -0.237 0.300
H -1.962 1.033 -0.569 0.360
H 0.041 1.078 -2.068 0.287
```

The energy relative to the best compared isomer or geometry (same formula, charge and spin) comes out at 4.1 kJ/mol. The value obtained for the LUMO energy is 0.0407 Ha. The total energy comes out at -7890.488 eV. As for the structure (SMILES): [H]/N=C1\CCC[C@H]1C. The highest occupied orbital energy is -9.654 eV.

No. 2
One molecule with the formula C6H11N. Source: the Open Molecules 2025 dataset; level of theory: ωB97M-V/def2-TZVPD.

Geometry as XYZ:
```
18
Properties=species:S:1:pos:R:3:mulliken_charge:R:1
N -0.023 0.729 -1.600 -0.004
C 1.835 -0.610 0.489 -1.581
C 0.469 1.325 -0.341 -0.802
C -0.642 -0.432 -1.566 -0.742
C -0.636 -0.773 -0.071 0.487
C -2.031 -0.460 0.489 -1.435
C 0.479 0.094 0.564 0.308
H -2.798 -1.059 -0.011 0.388
H 1.823 -1.549 1.051 0.403
H 1.457 1.780 -0.472 0.371
H -0.433 -1.840 0.085 0.392
H 2.637 0.020 0.891 0.380
H -2.289 0.596 0.342 0.292
H 0.247 0.356 1.602 0.367
H -2.073 -0.670 1.564 0.351
H 2.085 -0.850 -0.552 0.342
H -0.221 2.107 -0.002 0.293
H 0.113 1.237 -2.462 0.187
```

The energy relative to the best compared isomer or geometry (same formula, charge and spin) comes out at 156.2 kJ/mol. The value obtained for the LUMO energy is 0.0357 Ha. The total energy comes out at -7888.912 eV. The highest occupied orbital energy is -8.119 eV.

No. 3
One molecule with the formula C6H11N at a distorted geometry. Source: the Open Molecules 2025 dataset; level of theory: ωB97M-V/def2-TZVPD.

Geometry as XYZ:
```
18
Properties=species:S:1:pos:R:3:mulliken_charge:R:1
N 1.168 1.054 0.729 -0.444
C 0.480 -1.820 0.368 -0.705
C -1.159 1.678 0.274 -0.340
C -0.108 0.642 0.357 0.670
C 1.289 -2.341 -0.844 -0.981
C -1.846 1.895 -0.844 -0.740
C -0.390 -0.627 0.041 -0.732
H 1.297 1.724 1.469 0.185
H -1.368 -0.818 -0.354 0.414
H 1.948 0.425 0.652 0.207
H 1.597 -1.478 -1.432 0.316
H -2.769 2.452 -0.819 0.256
H -1.644 1.494 -1.827 0.318
H 1.134 -1.582 1.206 0.353
H 0.883 -3.230 -1.313 0.330
H 2.251 -2.685 -0.450 0.273
H -0.261 -2.551 0.698 0.328
H -1.261 2.383 1.094 0.291
```

The energy relative to the best compared isomer or geometry (same formula, charge and spin) comes out at 160.3 kJ/mol. The value obtained for the LUMO energy is 0.0406 Ha. The total energy comes out at -7888.870 eV. As for the structure (SMILES): C=C/C(N)=C/CC. The highest occupied orbital energy is -7.890 eV.

No. 4
A 2-piece molecular cluster, C6H11N overall at a distorted geometry. Source: the Open Molecules 2025 dataset; level of theory: ωB97M-V/def2-TZVPD.

Geometry as XYZ:
```
18
Properties=species:S:1:pos:R:3:mulliken_charge:R:1
N 1.434 1.191 -1.531 -0.477
C 0.438 0.212 -1.709 0.424
C -2.190 -0.668 1.057 -0.694
C 1.215 -0.003 2.244 -0.838
C -1.139 0.040 1.483 -0.075
C 0.081 -0.638 1.947 -0.027
C -0.136 -0.063 -2.874 -0.929
H -3.102 -0.203 0.714 0.285
H -2.172 -1.747 1.153 0.228
H 1.302 1.075 2.175 0.268
H 0.135 0.453 -3.788 0.203
H 0.220 -0.259 -0.761 0.097
H 2.029 -0.519 2.736 0.278
H -0.910 -0.808 -2.993 0.268
H -0.064 -1.663 2.272 0.264
H -1.139 1.113 1.332 0.284
H 2.266 0.820 -1.090 0.226
H 1.731 1.667 -2.367 0.214
```

The energy relative to the best compared isomer or geometry (same formula, charge and spin) comes out at 212.0 kJ/mol. The value obtained for the LUMO energy is 0.0350 Ha. The total energy comes out at -7888.335 eV. As for the structure (SMILES): C=CC=C.C=CN. The highest occupied orbital energy is -8.394 eV.

No. 5
One molecule with the formula C6H11N at a distorted geometry. Source: the Open Molecules 2025 dataset; level of theory: ωB97M-V/def2-TZVPD.

Geometry as XYZ:
```
18
Properties=species:S:1:pos:R:3:mulliken_charge:R:1
N 0.545 1.443 0.523 -0.654
C -2.083 -0.370 0.041 -1.150
C -0.531 1.737 -0.081 -0.419
C 1.709 -0.092 -1.016 -1.554
C 0.651 0.048 0.015 1.529
C -0.851 0.335 -0.619 0.153
C 0.786 -0.899 1.148 -1.724
H -0.733 0.309 -1.848 0.280
H 1.875 -1.171 -1.106 0.348
H 2.615 0.282 -0.430 0.341
H -3.078 0.094 -0.216 0.316
H -1.937 -0.156 1.115 0.308
H 1.710 -0.791 1.593 0.456
H 0.704 -1.963 0.964 0.344
H -1.014 2.688 -0.124 0.404
H -2.085 -1.501 0.025 0.286
H -0.050 -0.619 1.833 0.313
H 1.768 0.626 -1.816 0.422
```

The energy relative to the best compared isomer or geometry (same formula, charge and spin) comes out at 229.9 kJ/mol. The value obtained for the LUMO energy is 0.0377 Ha. The total energy comes out at -7888.149 eV. As for the structure (SMILES): C[C@H]1C=NC1(C)C. The highest occupied orbital energy is -9.083 eV.

No. 6
One molecule with the formula C6H11N. Source: the Open Molecules 2025 dataset; level of theory: ωB97M-V/def2-TZVPD.

Geometry as XYZ:
```
18
Properties=species:S:1:pos:R:3:mulliken_charge:R:1
N -0.371 0.496 -1.625 -0.517
C 1.260 0.821 0.309 -0.381
C -0.871 -0.371 -0.918 0.439
C -1.412 -1.197 -0.057 -0.358
C 0.598 1.383 -0.950 -0.545
C 2.124 -0.414 0.040 -1.113
C -2.574 -0.737 0.787 -1.070
H 1.878 1.628 0.717 0.363
H -0.983 -2.186 0.072 0.363
H -2.746 0.334 0.638 0.296
H 3.069 -0.129 -0.432 0.366
H -3.496 -1.266 0.532 0.351
H 2.359 -0.953 0.965 0.287
H 1.358 1.654 -1.688 0.346
H 1.624 -1.122 -0.630 0.291
H 0.045 2.296 -0.700 0.306
H -2.371 -0.897 1.852 0.288
H 0.501 0.597 1.068 0.288
```

The energy relative to the best compared isomer or geometry (same formula, charge and spin) comes out at 143.4 kJ/mol. The value obtained for the LUMO energy is 0.0376 Ha. The total energy comes out at -7889.045 eV. As for the structure (SMILES): CC=C=NCCC. The highest occupied orbital energy is -8.530 eV.

No. 7
C6H11N as an isolated structure at a distorted geometry. Source: the Open Molecules 2025 dataset; level of theory: ωB97M-V/def2-TZVPD.

Geometry as XYZ:
```
18
Properties=species:S:1:pos:R:3:mulliken_charge:R:1
N -0.259 -0.099 2.568 -0.519
C -0.255 0.044 0.105 0.702
C 0.281 -1.307 -0.183 -0.893
C -0.445 0.652 1.396 -0.514
C 1.030 -0.079 -0.645 0.392
C 1.085 0.292 -2.096 -1.486
C -1.578 0.582 -0.134 -1.090
H 1.823 -0.313 -2.623 0.358
H -0.810 0.176 3.369 0.230
H 0.713 -1.899 0.612 0.311
H -0.293 -1.099 2.416 0.194
H -0.242 -1.885 -0.930 0.260
H -0.263 1.709 1.533 0.375
H 1.922 0.171 -0.080 0.407
H -1.705 1.561 -0.561 0.292
H 1.362 1.340 -2.208 0.332
H 0.113 0.144 -2.562 0.351
H -2.480 0.011 0.023 0.298
```

The energy relative to the best compared isomer or geometry (same formula, charge and spin) comes out at 285.2 kJ/mol. The value obtained for the LUMO energy is 0.0406 Ha. The total energy comes out at -7887.576 eV. The highest occupied orbital energy is -7.318 eV.

No. 8
C6H11N as an isolated structure at a distorted geometry. Source: the Open Molecules 2025 dataset; level of theory: ωB97M-V/def2-TZVPD.

Geometry as XYZ:
```
18
Properties=species:S:1:pos:R:3:mulliken_charge:R:1
N 1.270 -0.976 -1.110 -0.141
C 0.578 2.032 -0.409 -1.434
C -1.689 -1.029 0.293 -1.573
C -0.192 0.746 -0.739 0.418
C 0.756 -0.968 0.795 -1.218
C 0.650 -0.075 -1.707 -0.572
C -0.457 -0.150 0.520 0.587
H -1.533 -1.699 -0.562 0.327
H -1.904 -1.649 1.170 0.402
H 1.578 -0.476 1.325 0.331
H 1.676 -1.791 -0.727 0.359
H -0.014 2.671 0.254 0.363
H 0.566 -1.968 1.224 0.431
H -1.147 1.022 -1.205 0.341
H 0.809 2.598 -1.316 0.390
H -0.640 0.547 1.345 0.285
H -2.575 -0.420 0.082 0.395
H 1.525 1.798 0.093 0.309
```

The energy relative to the best compared isomer or geometry (same formula, charge and spin) comes out at 383.8 kJ/mol. The value obtained for the LUMO energy is 0.0386 Ha. The total energy comes out at -7886.554 eV. The highest occupied orbital energy is -7.559 eV.

No. 9
One molecule with the formula C6H11N at a distorted geometry. Source: the Open Molecules 2025 dataset; level of theory: ωB97M-V/def2-TZVPD.

Geometry as XYZ:
```
18
Properties=species:S:1:pos:R:3:mulliken_charge:R:1
N -1.046 -1.242 -0.328 -0.628
C 1.755 -0.881 0.020 -0.430
C 1.787 0.637 0.019 -0.625
C 0.213 -0.804 0.200 -0.241
C -2.016 -0.086 -0.010 -0.376
C -1.005 1.138 0.034 -0.844
C 0.265 0.584 -0.415 0.077
H 2.381 1.035 -0.852 0.240
H 1.997 1.360 0.912 0.264
H -0.039 -0.590 1.182 0.396
H -0.955 1.455 1.137 0.209
H 2.146 -1.109 -1.072 0.211
H 0.280 0.310 -1.440 0.254
H -1.461 -2.123 0.157 0.266
H -2.814 -0.103 -0.860 0.283
H 2.196 -1.630 0.760 0.313
H -1.054 2.182 -0.392 0.383
H -2.631 -0.131 0.947 0.249
```

The energy relative to the best compared isomer or geometry (same formula, charge and spin) comes out at 370.5 kJ/mol. The value obtained for the LUMO energy is 0.0426 Ha. The total energy comes out at -7886.692 eV. As for the structure (SMILES): C1C[C@H]2CC[C@@H]2N1. The highest occupied orbital energy is -8.699 eV.

No. 10
One molecule with the formula C6H11N at a distorted geometry. Source: the Open Molecules 2025 dataset; level of theory: ωB97M-V/def2-TZVPD.

Geometry as XYZ:
```
18
Properties=species:S:1:pos:R:3:mulliken_charge:R:1
N -1.367 -0.391 0.594 -0.252
C 0.872 1.166 -0.052 -0.488
C -2.611 0.064 -0.051 -0.668
C -0.210 -0.707 -0.279 0.064
C 2.007 0.049 -0.005 -0.573
C -0.071 0.455 0.764 -0.352
C 1.017 -1.305 0.068 -0.995
H 1.288 -2.131 -0.606 0.427
H 0.358 -0.123 1.738 0.281
H 2.600 0.210 -0.866 0.385
H 1.207 2.267 0.299 0.286
H -3.580 -0.610 -0.257 0.276
H 0.398 1.442 -1.067 0.254
H 0.851 -1.899 1.026 0.274
H -2.835 1.282 0.104 0.274
H -2.192 0.442 -1.038 0.239
H 2.694 0.297 0.956 0.229
H -0.426 -0.507 -1.329 0.340
```

The energy relative to the best compared isomer or geometry (same formula, charge and spin) comes out at 705.1 kJ/mol. The value obtained for the LUMO energy is 0.0394 Ha. The total energy comes out at -7883.223 eV. As for the structure (SMILES): CN1[C@@H]2CCC[C@H]21. The highest occupied orbital energy is -7.969 eV.

- Look up the energy relative to the best compared isomer or geometry (same formula, charge and spin) of the second one.
  156.2 kJ/mol

- energy relative to the best compared isomer or geometry (same formula, charge and spin) of number 6 (C6H11N)?
  143.4 kJ/mol

- The lowest highest occupied orbital energy belongs to which entry?
  number 1